[1]
C48H118Cr2LiN6O16 as an isolated structure in a non-equilibrium geometry. Source: the OMol25 dataset; level of theory: the ωB97M-V functional and the def2-TZVPD basis.

```
191
Properties=species:S:1:pos:R:3:forces:R:3
Li 16.09909 -15.03886 -18.09901 -0.6 0.0 -0.5
Cr 13.01355 -15.53350 -18.68796 -0.1 -1.4 -0.8
Cr 15.07048 -13.18864 -20.13413 1.5 -2.0 0.7
C 18.48213 -11.71392 -18.02273 -0.7 1.2 0.3
C 18.08721 -13.11585 -18.42572 0.8 0.5 -0.5
C 18.57359 -14.08140 -17.33521 -0.1 -0.9 0.2
O 16.73481 -13.26456 -18.70618 -1.8 -0.4 -0.4
H 17.92869 -11.42790 -17.12098 0.4 0.0 0.2
H 18.21641 -10.94287 -18.75580 -0.2 -0.3 -0.3
H 19.55874 -11.59004 -17.90649 0.0 -0.2 0.4
H 18.68246 -13.22866 -19.34761 0.0 -0.8 0.0
H 19.50841 -13.78667 -16.85926 0.0 0.2 -0.2
H 18.73448 -15.11725 -17.66123 0.0 0.1 -0.5
H 17.86059 -14.20459 -16.51056 -0.2 0.5 0.0
C 14.12582 -15.69811 -14.63796 -1.0 0.4 0.3
C 14.94797 -15.93595 -15.91637 0.9 -1.5 1.7
C 15.66349 -17.29303 -15.69855 0.7 -0.8 -1.5
O 14.36283 -15.94257 -17.16769 -0.5 1.2 -0.8
H 13.62581 -14.72455 -14.65824 -0.2 -0.1 0.0
H 14.66265 -15.73494 -13.68557 0.9 0.3 -0.5
H 13.40023 -16.48101 -14.38601 -0.2 0.0 -0.7
H 15.78465 -15.21883 -15.86410 -0.1 0.5 0.0
H 15.13450 -18.14594 -16.13776 -0.6 0.3 0.1
H 15.98197 -17.62783 -14.71240 -0.1 0.6 0.3
H 16.55510 -17.28754 -16.34135 0.2 0.0 0.3
C 9.88565 -16.20102 -21.18124 -0.9 -0.1 -0.2
C 11.35919 -16.11291 -21.56699 -0.9 -0.5 1.6
C 11.58439 -15.54452 -22.93843 -0.6 -0.5 -0.5
O 12.02276 -15.46386 -20.51565 1.3 0.9 0.4
H 9.39862 -16.98391 -21.77149 -0.2 0.1 0.1
H 9.29978 -15.27956 -21.28670 0.4 0.2 -0.6
H 9.70247 -16.38967 -20.12276 0.6 -0.6 0.0
H 11.69490 -17.15492 -21.71261 0.2 -0.1 0.5
H 10.95606 -16.08419 -23.65196 0.0 -0.1 0.1
H 12.61796 -15.77683 -23.19338 -0.8 0.2 -0.5
H 11.28074 -14.49837 -23.04390 0.4 0.1 0.1
C 16.41549 -17.57611 -19.54088 0.3 -0.9 0.8
C 16.02350 -16.54810 -20.55813 0.4 1.6 -0.4
C 15.35874 -17.19695 -21.74719 -0.5 -0.4 -0.9
O 15.30384 -15.45744 -20.02790 -1.7 1.2 1.4
H 16.90173 -17.14572 -18.65883 0.0 0.2 -0.1
H 17.16551 -18.24701 -19.97054 0.0 0.0 -0.1
H 15.61803 -18.21680 -19.15020 -0.2 0.2 -0.2
H 16.98957 -16.10197 -20.85483 0.0 -0.2 -0.5
H 14.44807 -17.73326 -21.46309 0.3 -0.3 0.2
H 16.04944 -17.85509 -22.28318 0.0 -0.3 0.4
H 14.98001 -16.56769 -22.55683 0.4 0.6 0.3
C 20.28513 -26.44398 -21.38086 0.4 -0.6 -0.6
O 19.00922 -26.45897 -20.80824 -0.2 0.2 0.1
C 18.89881 -26.43787 -19.40995 -1.4 -1.1 0.4
C 17.37203 -26.24867 -19.11967 1.2 0.6 0.2
N 16.87769 -24.99237 -19.70387 0.6 0.0 -0.2
C 17.28159 -23.80761 -18.92344 -0.7 -1.0 -0.3
C 17.01469 -22.54636 -19.70556 1.1 0.2 -0.8
O 17.93745 -22.46077 -20.80748 0.0 -0.6 -0.1
C 17.51257 -21.55852 -21.80208 0.1 0.1 0.7
H 20.26341 -25.72131 -22.20104 0.3 0.2 0.3
H 20.52162 -27.40464 -21.86045 -0.2 -0.1 0.2
H 21.08893 -26.28844 -20.65627 -0.1 0.5 0.0
H 19.53773 -25.69972 -18.91952 0.0 0.3 -0.2
H 19.12741 -27.41267 -18.95628 0.4 -0.1 -0.2
H 17.28457 -26.30303 -18.03023 -0.4 0.3 0.0
H 16.80318 -27.07754 -19.53681 0.2 -0.1 -0.1
H 17.47475 -24.93831 -20.52963 -0.6 0.1 -0.4
H 18.34206 -23.92493 -18.67718 0.0 0.6 0.4
H 16.62984 -23.81806 -18.04890 0.4 0.3 0.3
H 17.22812 -21.67073 -19.08467 -0.5 0.1 0.2
H 16.02555 -22.54446 -20.16850 -0.3 0.0 0.6
H 18.28397 -21.52819 -22.56793 0.0 0.1 0.0
H 17.39562 -20.57486 -21.32881 0.0 0.3 -0.3
H 16.55169 -21.83732 -22.24790 0.0 -0.1 0.0
C 14.06542 -20.61820 -32.76054 1.4 0.9 -1.0
O 14.68511 -19.95548 -31.66677 -0.3 -0.9 0.2
C 14.47594 -20.72628 -30.47986 0.4 1.0 0.4
C 14.72466 -19.80120 -29.26814 0.4 -0.3 0.1
N 13.84329 -20.05657 -28.13480 0.0 -0.1 -1.3
C 14.20611 -21.20076 -27.32754 -1.0 1.3 1.3
C 15.62039 -21.19273 -26.73044 0.0 -0.8 0.4
O 16.08651 -19.96709 -26.21193 0.5 0.7 -0.5
C 15.46176 -19.57689 -25.00234 -0.7 -1.1 -0.9
H 13.01037 -20.35163 -32.81382 -0.2 -0.6 0.1
H 14.34463 -21.67263 -32.83529 -0.6 -0.2 0.6
H 14.55426 -20.23641 -33.66498 -0.3 0.4 0.1
H 15.20240 -21.54360 -30.43790 -0.2 -0.3 -0.2
H 13.45243 -21.10646 -30.47048 0.0 -0.1 0.2
H 14.68174 -18.77164 -29.62321 -0.5 0.0 0.1
H 15.76301 -19.90276 -28.93148 0.1 -0.1 -0.2
H 13.51693 -19.20363 -27.72103 0.1 -0.2 0.6
H 13.92842 -22.11757 -27.84913 0.6 -0.2 -0.1
H 13.54638 -21.20024 -26.45197 -0.3 0.1 -0.2
H 16.32211 -21.58697 -27.46485 0.4 0.4 0.2
H 15.60860 -21.86540 -25.86246 0.0 -0.5 -0.3
H 14.43839 -19.30764 -25.28392 -0.1 0.2 0.7
H 15.96377 -18.75276 -24.50290 0.3 0.1 -0.4
H 15.45224 -20.45658 -24.34569 -0.2 0.2 0.3
C 14.36084 -21.15133 -17.05241 1.5 0.0 -0.9
O 15.18085 -22.24627 -16.67156 -0.1 -0.1 -0.1
C 15.69593 -22.26699 -15.35318 -0.6 -0.8 0.0
C 16.21605 -23.69212 -15.05217 0.4 0.4 -0.2
N 17.65944 -23.68584 -14.78844 -0.7 0.2 0.2
C 18.17333 -25.04120 -14.57722 0.3 0.4 -1.3
C 19.67818 -24.99938 -14.38845 -0.8 -0.1 1.3
O 20.29565 -24.72490 -15.61119 -0.4 0.4 -0.5
C 21.66679 -25.01633 -15.65396 -0.1 -0.7 -0.5
H 13.54696 -21.56503 -17.64258 -0.4 0.2 0.3
H 14.99875 -20.57307 -17.73204 -0.3 0.3 -0.2
H 14.07280 -20.42314 -16.29217 -0.3 -0.6 0.5
H 14.82048 -22.05172 -14.73174 0.5 0.3 0.5
H 16.52326 -21.56533 -15.20105 -0.2 0.2 0.0
H 16.06133 -24.32814 -15.93217 -0.7 0.0 0.1
H 15.67379 -24.08808 -14.19292 0.1 -0.2 0.0
H 18.04085 -23.22625 -15.60992 0.6 -0.4 0.1
H 18.03336 -25.69668 -15.45085 -0.4 0.0 -0.1
H 17.60854 -25.46571 -13.74978 0.3 -0.1 0.3
H 20.01226 -25.94892 -13.95566 0.2 -0.1 -0.1
H 19.81253 -24.21097 -13.63548 0.7 0.1 -0.1
H 22.04173 -24.79803 -16.65586 -0.1 0.6 0.2
H 21.79241 -26.10873 -15.61555 0.2 0.1 0.7
H 22.20630 -24.46560 -14.88031 0.2 -0.2 -0.1
C 19.48486 -16.38156 -23.82464 -1.9 -0.6 -1.0
O 20.11191 -17.61173 -24.04577 1.3 -0.4 0.9
C 19.31463 -18.78829 -24.02750 0.0 0.2 -1.1
C 18.88877 -19.04551 -25.48532 -1.9 0.3 0.3
N 19.86819 -18.79535 -26.52218 0.6 -0.2 0.6
C 20.87564 -19.83034 -26.61106 0.7 -1.2 0.4
C 21.89693 -19.56492 -27.72915 -0.8 -1.0 1.8
O 22.79408 -18.54480 -27.35588 -0.1 1.6 -1.0
C 23.43345 -18.62389 -26.09680 -0.3 -0.3 -0.4
H 18.66497 -16.25846 -24.55677 0.2 0.2 -0.3
H 20.18628 -15.57588 -24.00958 0.2 0.0 0.5
H 18.89867 -16.35383 -22.89672 0.8 0.2 0.5
H 18.48083 -18.67636 -23.32630 -0.3 0.0 -0.2
H 19.85117 -19.68372 -23.70370 0.7 0.6 0.3
H 18.03514 -18.40483 -25.73517 0.1 0.2 0.2
H 18.41736 -20.03109 -25.52090 0.5 -0.2 -0.4
H 20.38210 -17.98100 -26.19039 -0.2 0.3 -0.4
H 20.41248 -20.82026 -26.70666 -0.2 0.2 -0.6
H 21.44632 -19.99482 -25.68146 -0.1 0.3 0.1
H 21.25655 -19.34668 -28.58232 0.8 0.7 -0.4
H 22.45855 -20.48954 -27.89778 0.0 -0.1 -0.2
H 23.85781 -19.62907 -26.04314 0.1 0.0 0.7
H 22.76457 -18.35050 -25.27546 -0.2 -0.6 0.1
H 24.22480 -17.87980 -26.01183 0.1 -0.1 -0.7
C 17.31274 -12.61470 -22.19546 -0.5 -0.1 -0.6
O 16.05010 -13.29441 -22.03826 0.8 1.1 -0.5
C 15.35485 -13.64113 -23.22532 -0.2 -0.4 0.4
C 13.92088 -13.99469 -22.79568 0.4 0.5 -0.3
N 13.41822 -13.23587 -21.60571 0.7 -0.7 -0.3
C 12.89935 -11.89740 -21.93939 1.7 0.1 1.4
C 14.09897 -10.88208 -21.72725 -1.3 -0.5 -1.3
O 14.74245 -11.17308 -20.46982 -1.1 1.0 -0.4
C 15.12081 -9.97762 -19.78490 1.0 0.0 1.9
H 18.06173 -13.30951 -21.82925 0.4 0.4 0.1
H 17.28457 -11.64015 -21.70545 0.1 -0.3 0.7
H 17.48116 -12.32643 -23.23573 0.1 -0.5 -0.1
H 15.87505 -14.51385 -23.62884 -0.3 -0.1 -0.3
H 15.38587 -12.85523 -23.98344 0.1 0.3 0.2
H 13.84006 -15.05803 -22.60283 0.6 0.6 0.7
H 13.23138 -13.85192 -23.63241 0.3 0.3 -0.1
H 12.68253 -13.84236 -21.21686 -0.1 -0.3 0.2
H 12.17596 -11.63146 -21.16939 -0.3 -0.1 -0.1
H 12.42694 -11.94605 -22.91868 0.2 0.7 -0.1
H 13.70122 -9.86914 -21.74117 0.0 0.0 0.3
H 14.82242 -10.90644 -22.54401 0.2 -0.3 0.1
H 16.16509 -9.74635 -19.99315 -0.2 0.3 -0.4
H 15.11101 -10.14718 -18.70374 0.0 -0.6 -0.1
H 14.45379 -9.12069 -19.85748 -0.1 -0.2 -0.9
C 9.00581 -13.01631 -14.84785 0.6 -1.1 0.4
O 9.51941 -13.62592 -16.01757 -0.2 0.6 -0.7
C 8.75051 -14.68796 -16.54881 1.8 -1.1 0.6
C 9.62004 -15.29633 -17.67188 -2.4 -0.6 -1.2
N 10.99479 -15.55190 -17.32664 0.9 1.5 0.9
C 11.25702 -16.71305 -16.43255 0.3 0.7 -0.8
C 11.40042 -17.93359 -17.32249 -0.2 -1.2 0.8
O 12.26004 -17.65100 -18.38538 0.7 1.5 -0.9
C 12.47952 -18.61692 -19.39106 -0.4 -2.0 1.4
H 9.00431 -13.78017 -14.05678 -0.6 0.0 0.0
H 8.01245 -12.60596 -15.02297 0.1 0.3 0.2
H 9.76038 -12.31856 -14.48900 -0.3 0.5 -0.4
H 7.73507 -14.45928 -16.87000 0.1 0.4 -0.1
H 8.70638 -15.46073 -15.76969 -0.5 0.0 0.2
H 9.51465 -14.68226 -18.56993 0.6 0.3 0.1
H 9.11402 -16.21699 -17.98922 0.1 -0.1 0.2
H 11.14077 -14.68847 -16.78815 0.8 -0.4 0.2
H 10.50844 -16.82365 -15.64680 -0.2 -0.3 -0.2
H 12.20011 -16.50595 -15.93268 -0.1 -0.1 -0.2
H 10.41882 -18.29088 -17.65600 0.0 0.1 -0.3
H 11.85440 -18.74584 -16.73845 -0.2 -0.1 0.1
H 13.28805 -18.40761 -20.08250 -0.4 0.9 0.0
H 11.53662 -18.91628 -19.85062 0.0 0.3 -0.4
H 12.83993 -19.51855 -18.87381 -0.1 -0.2 -0.1
```
Positions in Å, forces in eV/Å.

Properties
E_HOMO (spin up / spin down) = -9.71 / -9.71 eV
Total charge = +1
LUMO (spin up / spin down) = -2.1 / -3.1 eV
Spin multiplicity = 9

[2]
A 8-piece molecular cluster, C15H43O10 overall. Source: the OMol25 dataset; level of theory: the ωB97M-V functional and the def2-TZVPD basis.

```
68
Properties=species:S:1:pos:R:3:forces:R:3
O -1.85967 0.26323 0.09243 0.3 0.0 0.2
C -0.50154 0.33707 0.11230 0.7 0.3 -0.1
O 0.14736 -0.64855 -0.27338 -0.5 -0.2 0.1
O -0.01595 1.44040 0.50107 -0.2 -0.1 0.1
H -2.17023 1.13171 0.40588 -0.5 -0.1 -0.2
C -0.64027 -4.14348 0.31735 -0.6 -0.1 -0.3
C -0.39794 -3.46364 1.64847 0.3 -0.4 0.2
O 0.77790 -2.67229 1.64482 -0.2 0.1 0.1
H 0.19054 -4.77546 0.00461 0.2 0.2 0.1
H -0.86972 -3.40339 -0.45142 0.2 0.0 0.0
H -1.52280 -4.79389 0.35811 0.0 0.1 0.2
H -0.24169 -4.23203 2.41333 0.0 0.1 0.1
H -1.27216 -2.87992 1.95431 0.0 0.1 -0.1
H 0.58574 -1.88683 1.10667 0.1 0.0 -0.2
C -2.25906 4.14007 0.54635 0.6 0.5 0.4
C -3.57201 3.58239 1.02064 -0.3 0.0 -0.5
O -3.74459 2.29799 0.39799 0.1 0.2 0.2
H -2.08521 5.15020 0.93254 -0.3 0.0 0.0
H -2.19410 4.20570 -0.53794 -0.1 -0.2 0.0
H -1.41073 3.57006 0.93034 -0.1 -0.2 -0.2
H -4.39505 4.23318 0.70188 0.0 0.0 0.1
H -3.61713 3.48474 2.10856 0.1 0.0 0.0
H -4.60083 1.93970 0.64756 0.0 -0.1 0.0
C -3.09825 -3.66021 -2.78995 -0.3 0.2 -0.5
C -2.59667 -2.28842 -2.39964 0.3 0.0 0.1
O -3.09868 -1.98758 -1.10760 0.0 0.0 0.0
H -2.78551 -4.42593 -2.08379 0.0 0.0 0.1
H -2.75110 -3.93331 -3.79071 0.2 0.0 0.1
H -4.18918 -3.63027 -2.86059 0.0 -0.1 0.2
H -2.91949 -1.53990 -3.13517 -0.1 0.0 0.0
H -1.50211 -2.25563 -2.40581 0.0 -0.1 0.0
H -2.59556 -1.24161 -0.74289 -0.1 -0.1 0.0
C -0.86077 0.32231 4.04106 -0.3 0.4 -0.2
C -1.02528 1.82926 3.86349 -0.3 0.0 -0.4
O 0.07678 2.41404 3.20062 -0.2 0.1 0.3
H 0.09914 0.08929 4.49718 0.0 -0.1 0.0
H -0.92599 -0.13172 3.05017 0.2 -0.2 0.1
H -1.67911 -0.09163 4.63494 0.1 0.0 0.1
H -1.18696 2.36397 4.80132 0.3 -0.1 0.1
H -1.93529 2.00382 3.26302 0.0 0.0 0.1
H 0.04175 2.08615 2.28930 0.3 0.0 -0.2
C 2.34367 3.84818 -2.84431 0.1 0.2 -0.3
C 1.70807 2.61568 -2.24487 0.0 -0.6 -0.6
O 0.38754 2.91142 -1.83612 0.0 0.2 0.2
H 1.71173 4.22109 -3.65554 -0.1 0.0 0.1
H 3.30490 3.63167 -3.31749 0.1 -0.1 0.2
H 2.47813 4.65377 -2.12114 0.0 -0.1 0.1
H 2.30461 2.16876 -1.44349 0.0 0.3 0.2
H 1.66676 1.83936 -3.02606 0.0 0.1 0.0
H 0.19367 2.39070 -1.03841 0.0 0.1 0.0
C 4.62237 -0.14244 1.46018 0.5 0.7 0.2
C 3.11582 -0.12481 1.32628 0.2 -0.2 -0.6
O 2.68971 1.21803 1.21789 0.1 0.0 -0.1
H 5.07784 -1.12725 1.36025 -0.2 -0.2 0.2
H 4.94384 0.33143 2.39430 -0.1 -0.3 0.1
H 5.07903 0.48659 0.68828 -0.2 -0.1 -0.2
H 2.62755 -0.63246 2.16380 0.0 0.0 0.0
H 2.86950 -0.67635 0.40831 -0.2 0.0 0.2
H 1.78084 1.21395 0.86979 -0.1 0.1 0.1
C 2.53731 -2.71489 -1.72191 0.5 0.0 -0.2
C 2.29583 -1.45611 -2.54282 0.6 0.1 0.1
O 0.93893 -1.28039 -2.86366 -0.2 0.0 -0.4
H 3.58442 -2.79887 -1.40689 -0.1 0.3 0.1
H 2.38805 -3.60604 -2.33639 -0.5 0.0 0.1
H 1.89995 -2.70251 -0.84038 0.0 -0.3 0.0
H 2.88346 -1.50694 -3.46637 -0.3 -0.1 -0.2
H 2.68801 -0.56353 -2.03555 -0.1 -0.1 0.2
H 0.47986 -0.99762 -2.05514 0.1 -0.1 0.1
```
Positions in Å, forces in eV/Å.

Properties
E_HOMO = -6.63 eV
Total charge = -1
LUMO = 2.7 eV
ΔE to the lowest compared entry with this formula, charge and spin = 0.00 kcal per mole

[3]
A 2-piece molecular cluster, C19H42FNO4P2S overall in a non-equilibrium geometry. Source: the OMol25 dataset; level of theory: the ωB97M-V functional and the def2-TZVPD basis.

```
70
Properties=species:S:1:pos:R:3:forces:R:3
C -4.34987 -0.94586 -0.18206 0.1 -0.7 0.2
C -2.99262 -0.84363 -1.10404 0.0 0.3 1.1
C -2.65454 0.67872 -1.64599 0.1 -1.6 -2.1
O -1.35763 1.15007 -1.06033 -3.0 1.2 1.7
C -1.73327 1.59894 0.28906 -0.3 -2.4 1.3
P -1.31006 3.41640 0.69196 0.1 -0.7 -2.1
C -1.87267 4.69224 -0.61113 0.0 1.9 -2.2
C -2.13474 4.09037 -2.11294 -0.4 -0.4 0.0
F -3.07264 5.48433 -0.24027 2.4 -2.0 -0.3
P 0.83764 3.58335 1.08020 2.0 0.0 0.1
C 1.67062 1.85916 1.17118 0.4 -1.6 -0.6
C 1.70962 4.45924 -0.41818 0.0 0.5 -0.1
C 1.79598 6.05132 -0.00839 0.4 0.5 0.2
S -2.28203 3.83423 2.60543 -1.7 -5.0 6.4
C -2.59898 5.65915 2.88887 -1.0 1.4 0.3
O -3.58224 2.94957 2.67876 4.1 3.8 -1.4
O -1.28074 3.27516 3.68967 -2.7 2.7 -4.4
H -4.72084 -2.07747 -0.25971 0.5 2.7 0.2
H -4.16254 -0.75537 0.97310 -0.2 -0.2 -2.5
H -5.17435 -0.19108 -0.54678 1.5 -1.7 0.6
H -2.06243 -1.15563 -0.42739 -2.0 0.5 -1.7
H -3.10842 -1.60133 -1.98824 0.4 1.7 1.6
H -3.53169 1.43916 -1.49642 1.7 -1.4 -0.1
H -2.44349 0.57705 -2.81341 -0.4 0.5 2.5
H -2.86198 1.38753 0.57726 2.3 0.6 -0.7
H -1.09435 0.93267 1.04639 -1.3 1.8 -1.3
H -0.98396 5.48167 -0.71944 -1.9 -1.7 0.6
H -2.25502 4.99148 -2.85412 0.4 -1.7 1.6
H -1.26566 3.36250 -2.48729 -1.9 1.7 1.0
H -3.15053 3.49058 -2.12716 2.1 1.2 0.1
H 1.01882 1.03624 1.70369 1.3 1.8 -0.8
H 1.93198 1.41177 0.09805 -0.5 1.1 2.3
H 2.68366 2.01796 1.78226 -2.4 -0.2 -1.3
H 2.81768 4.02427 -0.42053 -2.6 0.7 -0.2
H 1.15171 4.24459 -1.42869 1.4 0.5 1.9
H 1.12946 6.33265 0.92682 1.3 -0.8 -1.9
H 1.47631 6.79046 -0.87348 0.9 -1.7 1.7
H 2.92427 6.24352 0.31577 -2.6 -0.1 -0.8
H -3.57054 5.99069 2.30439 2.2 -0.9 0.9
H -2.86850 5.77369 4.04460 0.9 -0.7 -2.4
H -1.67329 6.33358 2.61096 -1.8 -1.7 0.5
C 1.91652 -5.16856 -1.99263 -0.3 0.2 0.2
C 2.80814 -4.22632 -1.12078 0.5 -1.2 -1.6
C 3.38487 -5.12739 0.00354 -0.1 0.1 0.3
C 2.28517 -5.53177 1.00137 0.0 0.0 -0.2
C 1.54611 -4.31413 1.55358 0.2 0.0 0.0
C 1.07845 -3.27709 0.48958 -1.9 0.3 0.4
N 2.10712 -3.02185 -0.55816 3.4 1.4 3.2
O 3.09641 -2.20460 0.03334 -2.7 -1.8 -2.0
C -0.23254 -3.67916 -0.22783 -0.5 -0.3 0.3
C 0.64975 -1.97798 1.25942 0.8 0.0 -0.1
C 3.86231 -3.72826 -2.15490 0.0 0.4 0.3
H 2.54047 -5.94215 -2.45973 0.1 0.4 0.1
H 1.17741 -5.73597 -1.43411 0.0 0.1 0.1
H 1.40647 -4.62496 -2.79048 0.0 0.0 0.1
H 4.20132 -4.63226 0.54130 -0.2 0.2 -0.1
H 3.82601 -6.04229 -0.42291 -0.2 0.4 -0.1
H 1.56506 -6.21511 0.54040 0.1 0.0 -0.1
H 2.72902 -6.09694 1.82931 -0.1 0.1 -0.1
H 0.68235 -4.65401 2.14107 0.0 0.2 -0.2
H 2.21875 -3.82094 2.26668 -0.1 0.2 -0.2
H -0.52637 -2.90817 -0.94852 0.2 -0.1 0.1
H -1.06475 -3.78359 0.49490 0.5 0.2 -0.2
H -0.20585 -4.62142 -0.75905 0.2 -0.1 -0.1
H 1.44395 -1.58303 1.90543 0.0 -0.2 -0.3
H -0.20565 -2.17920 1.91649 0.1 -0.3 -0.3
H 0.35185 -1.18319 0.56484 0.1 -0.1 -0.1
H 3.34590 -3.18215 -2.96128 0.1 -0.2 0.3
H 4.39881 -4.55935 -2.61980 -0.2 -0.1 0.2
H 4.61480 -3.05210 -1.74351 -0.2 -0.1 0.2
```
Positions in Å, forces in eV/Å.

Properties
E_HOMO (spin up / spin down) = -11.10 / -11.68 eV
Total charge = +1
LUMO (spin up / spin down) = -4.2 / -4.2 eV
Spin multiplicity = 2
ΔE to the lowest compared entry with this formula, charge and spin = 125.55 kcal per mole